{"formula": "C3H7FIN", "method": "ωB97M-V/def2-TZVPD", "lumo_energy_ev": 0.10, "gap_ev": 8.76, "species": ["I", "F", "N", "C", "C", "C", "H", "H", "H", "H", "H", "H", "H"], "coordinates": [[3.13267, 0.56108, 0.27421], [1.78006, -2.45698, 0.72450], [1.47964, -0.40994, -0.41374], [1.55862, -1.79892, -0.48163], [-0.08370, 0.12531, 0.78924], [-0.66952, 1.36651, 0.24599], [2.39110, -2.09373, -1.13996], [-1.47795, 1.66319, 0.92490], [0.61521, -2.19581, -0.87932], [0.44552, 0.20279, 1.72854], [-0.66692, -0.77749, 0.68688], [-1.09231, 1.21066, -0.74373], [0.05852, 2.17310, 0.21452]], "forces_ev_per_a": [[0.01, -0.14, 0.04], [0.01, -0.16, 0.55], [-3.13, 1.74, 1.81], [0.34, -0.44, -0.57], [2.94, -1.27, -1.93], [-0.04, 0.06, -0.12], [-0.17, 0.05, 0.11], [0.01, 0.07, -0.06], [0.08, 0.17, 0.06], [0.01, -0.05, 0.09], [-0.10, -0.12, 0.05], [0.00, 0.04, -0.02], [0.04, 0.06, 0.00]]}



{"formula": "C3H3F", "method": "ωB97M-V/def2-TZVPD", "smiles": "C=C=CF", "lumo_energy_ev": 0.62, "gap_ev": 10.03, "species": ["F", "C", "C", "C", "H", "H", "H"], "coordinates": [[2.99732, -0.44003, -0.03728], [-0.79561, -0.49672, 0.12311], [0.61766, -0.18009, 0.03771], [1.94266, 0.37251, -0.03424], [2.08941, 1.41117, -0.16622], [-1.31499, -0.76664, 1.12441], [-1.48892, -0.66999, -0.84339]], "forces_ev_per_a": [[0.24, 0.19, -0.11], [3.54, 0.19, -0.86], [-1.14, 1.06, 0.06], [-6.42, -3.48, 0.32], [0.44, 0.78, 0.09], [1.25, 0.79, -1.75], [2.09, 0.46, 2.24]]}



Relative energy (zero: lowest compared OMol25 entry of this formula, charge and spin) (computed, kcal per mole): 26.1; 25.3
E (computed, a.u.): -570.7265; -215.8420
E_HOMO (computed, eV): -8.7; -9.4